{"formula": "C2H2N2O2", "method": "ωB97M-V/def2-TZVPD", "homo_ha": [-0.4317, -0.4080], "total_energy_ha": -337.12100, "lumo_energy_ev": [-3.23, -1.60], "orbital_gap_ev": [8.522, 9.498], "species": ["C", "C", "N", "N", "O", "O", "H", "H"], "positions_angstrom": [[-0.40464, 1.32825, -0.42070], [0.10947, 0.22332, 0.24771], [-0.99238, 2.31036, -0.63332], [0.71949, -0.83591, -0.42602], [1.41488, -1.49507, 0.30798], [0.45168, -1.06957, -1.62701], [0.45247, 0.28119, 1.33855], [-1.75096, -0.74257, 1.21282]], "nbo_charge": [0.170, -0.098, -0.176, 0.449, -0.337, -0.365, 0.280, 0.077]}

***

{"formula": "C46H118HgN6O17", "method": "ωB97M-V/def2-TZVPD", "multiplicity": 2, "homo_ha": [-0.3842, -0.3842], "total_energy_ha": -3583.74793, "charge": 1, "lumo_energy_ev": [-2.00, -5.54], "orbital_gap_ev": [8.452, 4.914], "s2": 0.75, "species": ["Hg", "C", "C", "O", "H", "H", "H", "H", "H", "C", "C", "O", "H", "H", "H", "H", "H", "C", "O", "C", "C", "N", "C", "C", "O", "C", "H", "H", "H", "H", "H", "H", "H", "H", "H", "H", "H", "H", "H", "H", "H", "C", "O", "C", "C", "N", "C", "C", "O", "C", "H", "H", "H", "H", "H", "H", "H", "H", "H", "H", "H", "H", "H", "H", "H", "C", "O", "C", "C", "N", "C", "C", "O", "C", "H", "H", "H", "H", "H", "H", "H", "H", "H", "H", "H", "H", "H", "H", "H", "C", "O", "C", "C", "N", "C", "C", "O", "C", "H", "H", "H", "H", "H", "H", "H", "H", "H", "H", "H", "H", "H", "H", "H", "C", "O", "C", "C", "N", "C", "C", "O", "C", "H", "H", "H", "H", "H", "H", "H", "H", "H", "H", "H", "H", "H", "H", "H", "C", "O", "C", "C", "N", "C", "C", "O", "C", "H", "H", "H", "H", "H", "H", "H", "H", "H", "H", "H", "H", "H", "H", "H", "C", "C", "O", "H", "H", "H", "H", "H", "H", "C", "C", "O", "H", "H", "H", "H", "H", "H", "C", "C", "O", "H", "H", "H", "H", "H", "H"], "positions_angstrom": [[13.90018, -2.54202, -0.69791], [16.84804, -4.47100, 0.27903], [17.01721, -3.74512, -1.04181], [16.14885, -2.67666, -1.25237], [17.21771, -3.78636, 1.04239], [17.49260, -5.34663, 0.35590], [15.83479, -4.80429, 0.50335], [16.78301, -4.49094, -1.80142], [18.03564, -3.37559, -1.16155], [13.99227, -4.03997, 3.54698], [14.18083, -2.85139, 2.66069], [13.31241, -2.90361, 1.57330], [14.62197, -4.00693, 4.43607], [14.21834, -4.95786, 3.00434], [12.97606, -4.06379, 3.94048], [15.24517, -2.81885, 2.42783], [14.12915, -1.92535, 3.23330], [11.99637, -10.83190, 6.75933], [11.49112, -9.81909, 7.64204], [10.21787, -10.11790, 8.16334], [9.69852, -8.97609, 9.06771], [9.56407, -7.75374, 8.21480], [9.09524, -6.60570, 9.00759], [9.13414, -5.27639, 8.22433], [10.47149, -4.92303, 7.76185], [10.44483, -3.95280, 6.71468], [13.05169, -10.68991, 6.52643], [11.48846, -10.75011, 5.79837], [11.89832, -11.84896, 7.13891], [10.27974, -11.05337, 8.71938], [9.52223, -10.24454, 7.33380], [10.42824, -8.75206, 9.84580], [8.74588, -9.21342, 9.54125], [10.52960, -7.55232, 7.99733], [9.62087, -6.53237, 9.95966], [8.05603, -6.75919, 9.29844], [8.78818, -4.44148, 8.83372], [8.40429, -5.31188, 7.41552], [11.39623, -3.98032, 6.18348], [10.30419, -2.93814, 7.08723], [9.60271, -3.99191, 6.02374], [17.44703, -0.74700, 2.79071], [17.82799, 0.45503, 2.08313], [18.96958, 0.50401, 1.28729], [19.06359, -0.50706, 0.13937], [20.36395, -0.32544, -0.51482], [20.49173, -1.28899, -1.63030], [21.72613, -1.06074, -2.48850], [22.15374, -2.00995, -3.49063], [22.61988, -3.31033, -2.97221], [17.29782, -1.53472, 2.05225], [16.50890, -0.68034, 3.34168], [18.16315, -1.00988, 3.56927], [19.80954, 0.21822, 1.92045], [19.09221, 1.52228, 0.91825], [18.31726, -0.24175, -0.60944], [18.86804, -1.51996, 0.49136], [21.04590, -0.51287, 0.20623], [19.61034, -1.28168, -2.27154], [20.57073, -2.26021, -1.14184], [22.60162, -0.93908, -1.85069], [21.62754, -0.10746, -3.00777], [23.67235, -3.31560, -2.68871], [22.57661, -4.08862, -3.73411], [22.12939, -3.60311, -2.04388], [11.95604, 4.67857, 8.11678], [13.08714, 3.88355, 7.94451], [13.90284, 4.37761, 6.89201], [15.03979, 3.33566, 6.68274], [14.57892, 2.04199, 6.18645], [15.69009, 1.11185, 6.12289], [15.04974, -0.27031, 5.91161], [14.24726, -0.72228, 7.02851], [13.76209, -2.06113, 6.83629], [12.32385, 5.68329, 8.32499], [11.35327, 4.29212, 8.93862], [11.33781, 4.74211, 7.22131], [14.36635, 5.34526, 7.08414], [13.34210, 4.43204, 5.95890], [15.59005, 3.36293, 7.62326], [15.70684, 3.71507, 5.90867], [13.88092, 1.65343, 6.80446], [16.35203, 0.97874, 6.97858], [16.39171, 1.39976, 5.33999], [15.83430, -0.99322, 5.68810], [14.43009, -0.16524, 5.02105], [13.05388, -2.04465, 6.00787], [13.27282, -2.38457, 7.75503], [14.54197, -2.76934, 6.55644], [12.36097, -7.27735, 3.72240], [10.97655, -7.35653, 3.57121], [10.31490, -6.96291, 4.79797], [8.80286, -7.05216, 4.60135], [8.29144, -6.02940, 3.68172], [6.91260, -6.30193, 3.35858], [6.08158, -5.14100, 2.76251], [6.55756, -4.64609, 1.50037], [5.95836, -3.51134, 0.97863], [12.76698, -7.85570, 4.55232], [12.54993, -6.20409, 3.74487], [12.87468, -7.73420, 2.87654], [10.55236, -5.93945, 5.08821], [10.50729, -7.64654, 5.62485], [8.27566, -6.99391, 5.55359], [8.59937, -8.04993, 4.21258], [8.75439, -6.14088, 2.79101], [6.35531, -6.64155, 4.23162], [6.95401, -7.14013, 2.66302], [5.90174, -4.37875, 3.52062], [5.05896, -5.45333, 2.55086], [4.90030, -3.66722, 0.76814], [6.40429, -3.34928, -0.00269], [6.09214, -2.66637, 1.65408], [10.63102, -2.44814, -1.44850], [11.78636, -1.80885, -0.93205], [11.56353, -0.39795, -0.76946], [12.84226, 0.10910, -0.00111], [14.12264, -0.20296, -0.71775], [15.24516, 0.17227, 0.19182], [15.43972, 1.69469, 0.26090], [14.36407, 2.24054, 1.01683], [14.31731, 1.87020, 2.42560], [10.35942, -1.98649, -2.39782], [9.79276, -2.48596, -0.75280], [10.76620, -3.51318, -1.63701], [10.68665, -0.22567, -0.14536], [11.39091, 0.03663, -1.75406], [12.75275, -0.34150, 0.98735], [12.64992, 1.17745, 0.09756], [14.06813, 0.47436, -1.46499], [16.21755, -0.22137, -0.10415], [15.13828, -0.22827, 1.19991], [15.54512, 2.23168, -0.68177], [16.41562, 1.93540, 0.68254], [13.80181, 0.91848, 2.55443], [13.73258, 2.63114, 2.94248], [15.28349, 1.75349, 2.91648], [13.29221, -1.48932, -4.01077], [13.62644, -2.62249, -3.09491], [13.04371, -3.82672, -3.51650], [13.41238, -5.00098, -2.56966], [13.01443, -4.78320, -1.18012], [13.14632, -5.97082, -0.34810], [11.89874, -6.91120, -0.50915], [10.68645, -6.14648, -0.53032], [10.24017, -5.55566, 0.74123], [12.29066, -1.15979, -3.73436], [13.41357, -1.77166, -5.05655], [13.98081, -0.67396, -3.78913], [13.55667, -4.05377, -4.45108], [11.95999, -3.72080, -3.56577], [14.49426, -5.13343, -2.57976], [12.91521, -5.89105, -2.95528], [12.02979, -4.94051, -1.34086], [13.33255, -5.72483, 0.69732], [14.08518, -6.43702, -0.64693], [11.80420, -7.65170, 0.28509], [11.89349, -7.42553, -1.47017], [10.05092, -6.34667, 1.46688], [9.29817, -5.01707, 0.63802], [11.02843, -4.94630, 1.18331], [14.25581, -6.08791, 6.92715], [13.19593, -7.09066, 7.47478], [12.58407, -6.46394, 8.59834], [14.88635, -6.58525, 6.19015], [14.96679, -5.78857, 7.69722], [13.81656, -5.18869, 6.49523], [13.69179, -8.02003, 7.75494], [12.45074, -7.33828, 6.71882], [11.81909, -6.00556, 8.24296], [8.82906, -2.27826, 3.60084], [10.15087, -2.66345, 2.95337], [11.05583, -1.59997, 2.93251], [8.30130, -1.45989, 3.11110], [8.98589, -1.95373, 4.62952], [8.09928, -3.08643, 3.64970], [9.77770, -2.95667, 1.97211], [10.66658, -3.56886, 3.27332], [11.88362, -1.93947, 2.58451], [17.07212, -7.04722, 3.44142], [15.61293, -7.48398, 3.37166], [15.57635, -8.86927, 3.10346], [17.52158, -7.38688, 4.37453], [17.17552, -5.96226, 3.42474], [17.68252, -7.46300, 2.63977], [15.09215, -7.02499, 2.53129], [15.13109, -7.26558, 4.32467], [16.09551, -9.28862, 3.79355]], "mulliken_spin": [0.011, 0.054, -0.042, 0.846, 0.001, -0.005, -0.005, 0.100, 0.032, 0.001, 0.001, 0.004, 0.000, 0.000, 0.000, 0.003, -0.001, 0.000, 0.000, 0.000, 0.000, 0.000, 0.000, 0.000, 0.000, 0.000, 0.000, 0.000, 0.000, 0.000, 0.000, 0.000, 0.000, 0.000, 0.000, 0.000, 0.000, 0.000, 0.001, 0.000, 0.000, -0.024, 0.001, 0.002, -0.004, 0.000, 0.001, 0.000, 0.000, 0.000, 0.021, 0.002, -0.001, -0.001, 0.000, 0.001, 0.001, 0.000, -0.001, 0.000, 0.000, 0.000, 0.000, 0.000, 0.000, 0.000, 0.000, 0.000, 0.000, 0.000, 0.000, 0.000, 0.000, 0.000, 0.000, 0.000, 0.000, 0.000, 0.000, 0.000, 0.000, 0.000, 0.000, 0.000, 0.000, 0.000, 0.000, 0.000, 0.000, 0.000, 0.000, 0.000, 0.000, 0.000, 0.000, 0.000, 0.000, 0.000, 0.000, 0.000, 0.000, 0.000, 0.000, 0.000, 0.000, 0.000, 0.000, 0.000, 0.000, 0.000, 0.000, 0.000, 0.000, 0.000, 0.005, 0.000, 0.000, -0.009, 0.027, 0.004, 0.001, 0.000, 0.000, 0.000, 0.000, 0.000, 0.000, 0.001, 0.000, 0.000, -0.017, -0.001, 0.000, 0.000, 0.000, 0.000, 0.000, -0.001, -0.001, -0.001, -0.001, -0.007, 0.000, 0.000, 0.000, 0.000, 0.000, 0.000, 0.001, 0.000, 0.000, 0.001, -0.001, 0.001, 0.003, -0.001, 0.000, 0.000, 0.000, 0.000, -0.001, 0.000, 0.000, 0.000, 0.000, 0.000, 0.000, 0.000, 0.000, 0.000, 0.000, 0.000, 0.000, 0.000, 0.000, 0.000, 0.000, 0.000, 0.000, 0.000, 0.000, 0.000, 0.000, 0.000, 0.000, 0.000, 0.000, 0.000]}

***

{"formula": "C20H27N5O3S", "method": "ωB97M-V/def2-TZVPD", "homo_ha": -0.3069, "total_energy_ha": -1676.01057, "lumo_energy_ev": 0.49, "orbital_gap_ev": 8.845, "smiles": "Cc1ccc(NC(=O)CN(C)c2ccc(S(=O)(=O)N3CCN(C)CC3)cn2)cc1", "species": ["C", "C", "C", "C", "C", "C", "C", "H", "H", "N", "C", "O", "C", "N", "C", "N", "C", "C", "C", "C", "H", "H", "S", "O", "O", "N", "C", "C", "N", "C", "H", "H", "H", "C", "C", "H", "H", "H", "H", "H", "H", "H", "H", "H", "C", "H", "H", "H", "H", "H", "H", "H", "H", "H", "H", "H"], "positions_angstrom": [[4.26733, 3.91686, 1.75097], [3.41651, 3.27430, 0.69807], [3.98294, 2.81615, -0.48600], [3.21641, 2.22839, -1.47358], [1.84509, 2.08326, -1.28824], [1.26554, 2.54722, -0.10996], [2.04498, 3.13480, 0.86757], [1.57895, 3.49230, 1.77528], [0.19910, 2.44352, 0.03438], [1.00266, 1.48083, -2.22642], [1.29895, 0.96359, -3.43855], [2.37838, 0.97365, -3.98963], [0.06695, 0.28287, -4.06682], [-0.15462, -1.01558, -3.46288], [-0.89799, -1.13172, -2.34235], [-1.33555, 0.01340, -1.78495], [-2.02894, -0.04023, -0.66293], [-2.32794, -1.21969, -0.01479], [-1.93936, -2.41901, -0.60716], [-1.22779, -2.38733, -1.78210], [-0.94238, -3.30192, -2.27279], [-2.22954, -3.34883, -0.14267], [-3.07612, -1.19590, 1.60218], [-3.74169, -2.44357, 1.82552], [-3.80356, 0.02991, 1.74638], [-1.79079, -1.13426, 2.66157], [-0.98202, -2.33759, 2.70244], [0.29591, -2.06929, 3.48293], [1.13355, -1.10748, 2.77704], [2.13488, -0.53895, 3.65234], [1.70733, 0.05392, 4.47558], [2.72022, -1.35050, 4.08286], [2.79963, 0.09451, 3.06738], [0.34989, -0.10983, 2.05652], [-1.03157, 0.10019, 2.67950], [-0.92514, 0.43346, 3.71861], [-1.61109, 0.85194, 2.14431], [0.22816, -0.45131, 1.02009], [0.89977, 0.83148, 2.03038], [0.86436, -2.99853, 3.58805], [0.02657, -1.71763, 4.49249], [-1.57860, -3.11802, 3.17774], [-0.71445, -2.67244, 1.69019], [-2.36540, 0.90475, -0.25948], [0.60267, -2.12503, -3.99364], [1.02993, -2.72370, -3.18841], [-0.02067, -2.76634, -4.62388], [1.42279, -1.73354, -4.59171], [-0.82247, 0.89751, -3.91821], [0.24654, 0.14610, -5.13473], [0.04168, 1.32537, -1.91620], [3.67050, 1.87968, -2.38591], [5.04745, 2.92091, -0.63759], [3.72824, 4.00012, 2.69146], [4.56124, 4.91820, 1.43592], [5.17602, 3.34074, 1.91541]], "nbo_charge": [-0.625, -0.040, -0.195, -0.247, 0.219, -0.256, -0.204, 0.208, 0.203, -0.648, 0.667, -0.612, -0.303, -0.390, 0.426, -0.536, 0.097, -0.460, -0.114, -0.313, 0.228, 0.245, 2.345, -0.936, -0.939, -0.668, -0.240, -0.228, -0.444, -0.407, 0.160, 0.201, 0.206, -0.238, -0.255, 0.201, 0.232, 0.190, 0.220, 0.211, 0.171, 0.233, 0.187, 0.217, -0.414, 0.208, 0.198, 0.232, 0.236, 0.225, 0.435, 0.251, 0.210, 0.212, 0.220, 0.217]}